[1]
9
Properties=species:S:1:pos:R:3 method="wB97M-V/def2-TZVPD" homo_energy_ev="-8.54 / -10.45" e_lumo_ev="-0.03 / -0.38" total_charge=0 max_force_ev_per_a=3.04
C -0.44 -0.75 0.06
C -0.36 0.42 -0.98
C 0.47 0.38 0.17
Cl 2.22 0.32 0.00
H -1.14 -0.84 0.81
H -0.04 -1.78 0.00
H 0.16 0.20 -1.96
H -1.32 0.85 -0.88
H 0.44 1.20 2.78



[2]
14
Properties=species:S:1:pos:R:3 method="wB97M-V/def2-TZVPD" homo_energy_ev="-7.44 / -9.64" e_lumo_ev="-1.75 / -0.52" total_charge=0 max_force_ev_per_a=1.25
C -0.53 0.25 1.23
C 0.35 0.34 -1.18
C 0.21 -0.33 0.10
N 3.35 0.03 0.46
O 0.97 -0.38 -2.20
Br 4.27 -1.15 -0.63
Br 3.25 1.75 -0.14
H -1.17 -0.51 1.67
H -1.11 1.11 0.93
H 0.17 0.55 2.01
H -0.61 0.68 -1.58
H 0.93 1.29 -0.99
H 0.75 -1.25 0.25
H 1.80 -0.76 -1.86



[3]
52
Properties=species:S:1:pos:R:3 method="wB97M-V/def2-TZVPD" homo_energy_ev=-10.60 e_lumo_ev=-3.51 total_charge=+1 max_force_ev_per_a=0.49
Pt 0.33 -0.24 -0.18
C 5.10 4.89 0.25
Si 3.34 4.28 0.31
C 2.62 4.48 2.02
C 2.30 5.11 -0.99
C 3.39 2.41 -0.06
C 4.58 1.73 -0.31
C 4.61 0.35 -0.53
C 3.43 -0.35 -0.50
N 2.28 0.29 -0.26
C 2.24 1.62 -0.07
S 0.56 2.05 0.14
H 5.12 5.96 0.46
H 5.55 4.74 -0.73
H 5.74 4.40 0.99
H 2.57 5.54 2.29
H 3.23 3.97 2.77
H 1.61 4.08 2.08
H 2.27 6.19 -0.83
H 1.27 4.75 -0.98
H 2.70 4.93 -1.99
H 5.51 2.27 -0.32
H 5.54 -0.17 -0.73
H 3.38 -1.42 -0.65
C -4.71 1.26 1.20
N -3.90 0.35 0.38
C -4.44 -0.51 -0.49
C -3.69 -1.39 -1.19
C -2.29 -1.34 -0.97
O -1.57 -2.26 -1.58
N -1.72 -0.42 -0.20
C -2.51 0.44 0.57
O -2.05 1.22 1.36
H -5.76 1.05 1.00
H -4.48 2.29 0.94
H -4.48 1.10 2.25
H -5.52 -0.48 -0.58
H -4.11 -2.10 -1.88
C -0.66 -5.68 -1.24
Si -0.36 -4.52 0.17
C -1.85 -4.15 1.20
C 1.20 -4.83 1.13
Se 0.17 -2.50 -0.99
H -0.92 -6.67 -0.86
H 0.23 -5.78 -1.87
H -1.48 -5.34 -1.87
H -2.18 -5.06 1.72
H -2.68 -3.81 0.58
H -1.64 -3.39 1.95
H 1.11 -5.76 1.69
H 1.39 -4.02 1.84
H 2.07 -4.93 0.47



[4]
37
Properties=species:S:1:pos:R:3 method="wB97M-V/def2-TZVPD" homo_energy_ev=-8.22 e_lumo_ev=0.24 total_charge=0 max_force_ev_per_a=8.10
C -0.99 -1.98 -0.40
C -0.12 -0.81 0.22
C -2.37 -1.98 0.40
C -3.24 -0.89 0.07
C -4.65 -0.99 -0.19
C -3.86 1.09 -0.34
C 0.93 1.25 0.09
C 0.19 2.63 0.39
C 2.33 1.48 -0.45
C 3.27 0.24 -0.43
C 3.18 -0.56 0.73
C 4.90 -1.01 -0.61
H 0.29 -3.16 -1.26
H 0.70 -2.83 0.72
H -1.28 -1.91 -1.46
H -2.11 -1.91 1.47
H -2.80 -2.97 0.05
H -5.48 -1.84 -0.20
H -3.88 2.13 -0.36
H -5.68 0.83 -0.69
H -0.52 0.76 -1.29
H 1.02 0.80 1.19
H 2.17 1.95 -1.47
H 2.85 2.29 0.36
H 2.40 -0.97 1.35
H 5.67 -1.48 -1.20
H 4.82 -2.01 1.41
H -1.69 1.67 -0.02
N -0.34 -3.17 -0.15
N -2.81 0.45 0.11
N -4.87 0.30 -0.52
N 0.07 0.30 -0.42
N 4.42 0.09 -1.25
N 4.20 -1.47 0.52
O 0.40 -1.01 1.41
O 0.88 3.68 0.63
O -1.10 2.62 0.02



[5]
84
Properties=species:S:1:pos:R:3 method="wB97M-V/def2-TZVPD" homo_energy_ev="-8.89 / -8.87" e_lumo_ev="-0.10 / -0.11" total_charge=0 max_force_ev_per_a=0.56
Co 0.73 -0.88 -0.68
C 0.31 -4.98 -6.65
C 0.39 -3.77 -5.77
C 0.33 -3.89 -4.38
C 0.37 -2.78 -3.57
C 0.48 -1.52 -4.14
C 0.54 -1.37 -5.52
C 0.50 -2.50 -6.32
S 0.58 -0.08 -3.12
O 1.84 -0.17 -2.31
O 0.47 1.06 -3.98
N -0.47 -0.19 -1.95
C -1.74 -0.88 -1.98
C -1.72 -2.00 -0.92
O -2.66 -2.75 -0.79
O -0.62 -2.07 -0.20
H 0.76 -5.85 -6.17
H 0.81 -4.82 -7.60
H -0.73 -5.23 -6.87
H 0.24 -4.88 -3.94
H 0.32 -2.91 -2.49
H 0.61 -0.38 -5.94
H 0.55 -2.38 -7.40
H -1.99 -1.31 -2.95
H -2.55 -0.20 -1.71
C -1.22 2.86 0.09
Ge -0.75 1.38 1.29
C -2.35 0.27 1.49
C -0.28 2.09 3.05
C 0.89 0.58 0.56
H -2.12 3.38 0.43
H -1.39 2.48 -0.92
H -0.40 3.58 0.05
H -3.15 0.92 1.87
H -2.22 -0.54 2.20
H -2.68 -0.15 0.55
H -1.04 2.78 3.41
H 0.67 2.62 3.00
H -0.18 1.28 3.78
H 1.61 0.42 1.37
H 1.34 1.32 -0.10
C 5.27 -4.15 1.14
C 4.99 -3.90 -0.32
C 5.81 -4.47 -1.28
C 5.61 -4.27 -2.63
C 4.56 -3.47 -3.06
C 3.72 -2.89 -2.12
C 3.91 -3.10 -0.76
Sb 2.51 -2.17 0.55
C 3.90 -0.99 1.66
C 4.54 -0.07 0.83
C 5.44 0.85 1.35
C 5.69 0.86 2.72
C 5.04 -0.05 3.54
C 4.14 -0.98 3.04
C 3.49 -1.96 3.99
C 1.75 -3.83 1.63
C 2.06 -5.11 1.19
C 1.48 -6.22 1.79
C 0.59 -6.04 2.84
C 0.27 -4.76 3.26
C 0.83 -3.64 2.65
C 0.38 -2.27 3.08
H 6.20 -4.72 1.25
H 4.47 -4.72 1.62
H 5.39 -3.22 1.69
H 6.64 -5.09 -0.95
H 6.27 -4.73 -3.35
H 4.40 -3.28 -4.11
H 2.93 -2.24 -2.46
H 4.35 -0.07 -0.24
H 5.94 1.55 0.69
H 6.38 1.57 3.14
H 5.25 -0.05 4.60
H 4.17 -2.18 4.82
H 3.24 -2.90 3.50
H 2.58 -1.55 4.42
H 2.75 -5.26 0.37
H 1.72 -7.21 1.44
H 0.13 -6.89 3.32
H -0.44 -4.62 4.06
H 0.06 -2.25 4.12
H -0.46 -1.97 2.45
H 1.15 -1.51 2.96



[6]
16
Properties=species:S:1:pos:R:3 method="wB97M-V/def2-TZVPD" homo_energy_ev=-8.14 e_lumo_ev=-0.24 smiles=C[Si](C)(C)OSI total_charge=0 max_force_ev_per_a=3.35
C -0.51 1.75 -0.27
C -1.64 -1.12 0.51
C 1.41 -0.86 -0.04
O 0.01 0.49 2.25
Si -0.22 0.05 0.47
S -0.39 0.51 3.94
I -0.21 -1.66 4.82
H -1.54 1.84 -0.65
H -0.52 2.34 0.56
H 0.09 2.09 -1.09
H -2.71 -0.82 0.53
H -1.68 -1.54 -0.57
H -1.34 -1.93 1.23
H 1.25 -1.16 -1.10
H 2.37 -0.28 0.14
H 1.20 -1.77 0.58



[7]
14
Properties=species:S:1:pos:R:3 method="wB97M-V/def2-TZVPD" homo_energy_ev=-13.50 e_lumo_ev=-4.93 smiles=Nc1ncn(P(O)Br)[nH+]1 total_charge=+1 max_force_ev_per_a=7.40
N 2.20 -0.59 1.46
C 1.47 -0.10 0.40
N 1.88 0.82 -0.75
C 0.55 0.95 -1.50
N -0.48 0.13 -0.74
P -2.25 -0.07 -1.12
O -3.02 0.99 0.09
Br -2.90 -2.24 -0.77
N 0.02 -0.52 0.41
H 3.26 -0.55 1.46
H 1.75 -1.06 2.30
H 0.38 1.59 -2.49
H -2.36 1.76 0.14
H -0.49 -1.12 1.10



[8]
116
Properties=species:S:1:pos:R:3 method="wB97M-V/def2-TZVPD" homo_energy_ev=-8.37 e_lumo_ev=-1.51 smiles="C[Si](C)(C)OCCc1ccc2nsnc2c1.CNC(C)=O.CNC(C)=O.CNC(C)=O.CNC(C)=O.CNC(C)=O.CNC(C)=O.CNC(C)=O" total_charge=0 max_force_ev_per_a=6.96
C -3.76 -0.22 6.96
Si -3.73 -0.50 5.02
C -2.48 0.86 4.36
C -5.43 -0.07 4.21
O -3.09 -2.08 4.61
C -4.11 -3.00 4.11
C -4.08 -3.14 2.44
C -2.53 -3.06 1.86
C -1.66 -1.65 1.73
C -0.11 -1.54 1.20
C 0.66 -2.91 0.71
N 2.07 -3.07 0.17
S 2.15 -4.81 -0.19
N 0.63 -5.54 0.28
C -0.17 -4.33 0.77
C -1.72 -4.43 1.35
H -4.80 0.22 7.32
H -3.45 -1.18 7.56
H -2.96 0.61 7.26
H -2.95 1.26 3.36
H -1.51 0.24 4.04
H -2.25 1.69 5.15
H -6.27 -0.64 4.84
H -5.53 -0.35 3.08
H -5.61 1.09 4.38
H -3.79 -4.09 4.49
H -5.19 -2.83 4.52
H -4.44 -4.26 2.22
H -4.83 -2.42 1.91
H -2.21 -0.67 2.05
H 0.49 -0.51 1.16
H -2.31 -5.44 1.40
C 1.24 1.07 -1.20
C 1.41 2.05 -0.07
O 0.83 1.92 1.01
N 2.23 3.12 -0.27
C 2.98 3.45 -1.46
H 0.56 0.28 -0.89
H 0.81 1.58 -2.07
H 2.20 0.63 -1.45
H 2.29 3.74 0.53
H 4.04 3.50 -1.19
H 2.66 4.44 -1.80
H 2.84 2.73 -2.26
C 4.62 -2.81 1.99
C 6.11 -3.02 1.95
O 6.85 -2.30 1.28
N 6.63 -4.04 2.69
C 5.93 -4.97 3.54
H 4.35 -1.97 1.35
H 4.11 -3.71 1.61
H 4.30 -2.59 3.01
H 7.64 -4.11 2.62
H 6.32 -4.88 4.55
H 6.13 -5.98 3.17
H 4.85 -4.80 3.54
C -2.36 6.81 -0.45
C -0.87 6.60 -0.48
O -0.13 7.32 -1.15
N -0.35 5.58 0.26
C -1.05 4.65 1.10
H -2.63 7.65 -1.08
H -2.87 5.91 -0.82
H -2.68 7.03 0.58
H 0.66 5.51 0.19
H -0.66 4.74 2.12
H -0.85 3.64 0.73
H -2.13 4.82 1.11
C 9.00 -3.18 -0.23
C 10.11 -2.87 -1.19
O 10.87 -1.91 -1.03
N 10.27 -3.69 -2.27
C 9.49 -4.85 -2.63
H 8.99 -2.44 0.58
H 8.04 -3.13 -0.75
H 9.15 -4.17 0.21
H 11.04 -3.42 -2.87
H 10.16 -5.71 -2.67
H 9.06 -4.68 -3.62
H 8.69 -5.05 -1.91
C -2.00 3.11 -3.80
C -2.23 1.64 -3.56
O -2.26 1.16 -2.43
N -2.39 0.84 -4.65
C -2.38 1.21 -6.04
H -1.89 3.62 -2.84
H -1.09 3.26 -4.38
H -2.86 3.54 -4.32
H -2.54 -0.14 -4.41
H -3.34 0.94 -6.48
H -1.58 0.66 -6.54
H -2.21 2.28 -6.18
C -0.65 -9.41 -3.83
C -1.30 -8.15 -4.31
O -1.74 -8.03 -5.45
N -1.40 -7.10 -3.44
C -0.95 -7.05 -2.06
H -0.65 -10.15 -4.63
H 0.38 -9.21 -3.54
H -1.21 -9.82 -2.98
H -1.85 -6.29 -3.83
H -1.81 -6.84 -1.43
H -0.23 -6.23 -1.98
H -0.48 -7.98 -1.74
C -4.49 10.25 -0.06
C -5.06 9.26 -1.04
O -4.61 8.12 -1.14
N -6.09 9.66 -1.82
C -6.75 10.95 -1.85
H -3.67 9.79 0.50
H -4.11 11.12 -0.59
H -5.27 10.56 0.65
H -6.42 8.94 -2.46
H -7.81 10.79 -1.62
H -6.65 11.36 -2.85
H -6.32 11.65 -1.13



[9]
15
Properties=species:S:1:pos:R:3 method="wB97M-V/def2-TZVPD" homo_energy_ev="-8.71 / -8.71" e_lumo_ev="-0.20 / -0.20" smiles="C[C@@]1(C#N)C=CC=[N+]1[O-]" total_charge=0 max_force_ev_per_a=4.83
C 1.27 0.47 -2.08
C -0.20 1.82 0.59
C -0.53 1.24 -0.58
C 0.93 1.11 1.16
C 0.56 0.27 -0.85
C -0.06 -1.38 -1.06
N 1.85 0.61 -3.09
N 1.41 0.18 0.36
O 2.36 -0.56 0.52
H -0.81 2.65 1.10
H -1.29 1.48 -1.42
H 1.54 1.29 2.13
H 0.97 -1.90 -1.01
H -0.56 -1.39 -2.04
H -0.81 -1.46 -0.21



[10]
20
Properties=species:S:1:pos:R:3 method="wB97M-V/def2-TZVPD" homo_energy_ev=-8.46 e_lumo_ev=0.04 total_charge=0 max_force_ev_per_a=4.62
C -3.06 -1.16 0.31
C -0.84 -0.71 -0.07
C -2.18 -0.24 -0.02
C 1.56 -0.64 -0.03
C -2.59 1.17 -0.26
C 3.87 0.20 0.10
N 2.45 0.23 0.33
N 0.22 0.11 -0.03
O 1.57 -1.78 -0.35
O 0.28 1.34 0.09
H -4.20 -1.00 0.29
H -2.79 -2.25 0.41
H -0.58 -1.73 -0.47
H -3.18 1.64 0.67
H -3.41 1.18 -0.97
H -1.74 1.82 -0.58
H 4.38 0.72 0.93
H 4.14 -0.76 0.29
H 4.18 0.74 -0.76
H 1.92 1.13 0.11



[11]
15
Properties=species:S:1:pos:R:3 method="wB97M-V/def2-TZVPD" homo_energy_ev=-9.99 e_lumo_ev=0.90 smiles=O[C@H]1C[C@]2(CO2)C1 total_charge=0 max_force_ev_per_a=2.23
O -2.13 0.85 0.68
C -1.22 -0.20 0.54
C -0.75 -0.51 -0.91
C 0.63 0.01 -0.52
C 1.86 -0.04 -1.24
O 1.13 1.13 -1.50
C 0.25 0.12 0.93
H -1.77 1.61 0.20
H -1.65 -1.06 1.05
H -1.17 0.15 -1.68
H -0.90 -1.55 -1.23
H 2.85 0.12 -0.82
H 1.68 -1.02 -1.73
H 0.46 1.13 1.26
H 0.72 -0.61 1.62



[12]
6
Properties=species:S:1:pos:R:3 method="wB97M-V/def2-TZVPD" homo_energy_ev="-11.09 / -11.08" e_lumo_ev="-3.58 / -3.57" total_charge=0 max_force_ev_per_a=7.00
O -1.51 0.69 -0.90
Si -0.30 0.02 -0.14
Cl -3.11 -0.41 -1.97
H 0.51 -0.21 -1.32
H -0.29 1.25 0.79
H -0.20 -1.35 0.71